Entry 1:
Formula: C3H4BrFO
Source: the OMol25 dataset
Level of theory: the ωB97M-V functional and the def2-TZVPD basis

Last column: Löwdin charge in e.
Element x y z (Å)
Br (-3.18, 0.44, 0.22)  0.297
F (1.92, 1.62, 1.16)  0.020
O (2.83, 2.22, -0.82)  0.154
C (0.77, -0.40, 0.06)  0.035
C (0.77, 0.80, -0.55)  -0.078
C (1.95, 1.64, -0.24)  -0.427
H (0.04, 1.21, -1.27)  0.112
H (0.12, -1.21, -0.29)  0.074
H (1.61, -0.68, 0.72)  0.085
H (-2.53, 0.05, 1.43)  -0.272

Total energy in eV: -77982.317
HOMO level in eV: -10.87
Molecular weight in Da: 154.97
SMILES string: C=CC(=O)F.Br
Total charge: 0

Entry 2:
Formula: C5H7NO
Source: the OMol25 dataset
Level of theory: the ωB97M-V functional and the def2-TZVPD basis

Last column: Löwdin charge in e.
Element x y z (Å)
O (3.30, 1.92, -0.50)  -0.093
N (0.46, -0.67, 0.78)  0.046
C (-0.99, 0.63, -0.53)  -0.085
C (-1.90, -0.39, -0.56)  -0.113
C (-1.68, -1.64, 0.00)  -0.057
C (0.12, 0.49, 0.27)  -0.182
C (-0.46, -1.67, 0.73)  -0.133
H (-1.22, 1.62, -0.94)  0.113
H (0.80, 1.35, 0.37)  0.099
H (3.88, 2.46, 0.09)  0.050
H (-0.16, -2.58, 1.26)  0.099
H (-2.88, -0.16, -1.00)  0.110
H (3.15, 1.08, 0.00)  0.040
H (-2.41, -2.46, 0.04)  0.107

Total energy in eV: -8835.476
HOMO level in eV: -9.73
Molecular weight in Da: 97.12
SMILES string: c1ccncc1.O
Total charge: 0

Entry 3:
Formula: C4H11NO2S
Source: the OMol25 dataset
Level of theory: the ωB97M-V functional and the def2-TZVPD basis

Last column: Löwdin charge in e.
Element x y z (Å)
S (-0.29, -1.81, -2.87)  0.382
O (-2.36, -0.42, 1.07)  -0.138
O (2.63, 0.82, 1.60)  -0.066
N (0.04, -0.32, 1.04)  0.023
C (0.45, -1.34, 0.03)  -0.130
C (0.23, 1.58, -0.47)  0.142
C (-2.05, 0.60, 0.25)  -0.304
C (-0.52, 0.78, 0.30)  -0.295
H (-0.92, -0.68, 1.39)  0.083
H (-0.48, -1.65, -0.50)  0.027
H (0.35, -0.63, -2.79)  -0.305
H (-2.30, 0.37, -0.79)  0.130
H (1.06, -0.99, -0.79)  0.018
H (1.16, 1.26, -0.93)  0.082
H (1.70, 0.62, 1.48)  -0.027
H (-0.17, 2.52, -0.83)  0.089
H (3.05, -0.05, 1.62)  0.041
H (-2.52, 1.52, 0.67)  0.150
H (0.94, -2.18, 0.53)  0.097

Total energy in eV: -20738.955
HOMO level in eV: -8.52
Molecular weight in Da: 137.20
Total charge: 0

Entry 4:
Formula: C3HN2OS
Source: the OMol25 dataset
Level of theory: the ωB97M-V functional and the def2-TZVPD basis

Last column: Löwdin charge in e.
Element x y z (Å)
S (-3.09, 0.44, 0.15)  1.180
O (1.81, 0.92, 0.09)  0.261
N (-0.34, 0.30, 0.07)  0.128
N (-0.28, 3.66, 0.48)  0.273
C (0.70, 1.30, 0.15)  -0.364
C (0.09, 2.61, 0.22)  -0.075
C (-1.60, 0.37, 0.18)  -0.605
H (-0.14, -0.60, -0.35)  0.202

Total energy in eV: -18979.764
HOMO level in eV: -17.08
Molecular weight in Da: 113.12
Total charge: +1

Entry 5:
Formula: C9H17BrF4NO6S2
Source: the OMol25 dataset
Level of theory: the ωB97M-V functional and the def2-TZVPD basis

Last column: Löwdin charge in e.
Element x y z (Å)
Br (2.89, 2.85, 1.65)  0.766
S (1.37, 1.91, -1.11)  0.856
S (5.50, 0.83, 0.31)  0.816
F (0.03, 0.78, 0.97)  -0.027
F (2.18, -0.21, 0.61)  0.010
F (0.29, -0.61, -0.95)  -0.011
F (5.07, 1.80, -2.97)  -0.073
O (5.35, 2.51, 0.13)  -0.273
O (5.03, 0.26, 1.67)  -0.351
O (-4.97, -2.29, 1.91)  -0.196
O (7.05, 0.53, 0.25)  -0.342
O (0.52, 3.18, -0.69)  -0.341
O (0.84, 1.58, -2.56)  -0.355
N (-2.38, -2.05, 1.32)  0.225
C (3.96, 2.95, -0.08)  -0.588
C (-5.96, -1.26, 2.00)  -0.069
C (1.03, 0.39, -0.09)  -0.300
C (-4.62, -2.64, 0.56)  -0.159
C (4.75, 0.03, -1.20)  -0.148
C (-3.32, -1.94, 0.16)  -0.307
C (3.20, 2.32, -1.38)  -0.247
C (-3.50, -0.46, -0.16)  -0.022
C (4.00, 1.11, -2.16)  -0.205
H (3.33, 0.53, -2.94)  0.178
H (-4.44, -3.72, 0.57)  0.136
H (-6.64, -1.25, 1.14)  0.100
H (-4.31, -0.32, -0.88)  0.108
H (-2.04, -3.01, 1.44)  0.185
H (-5.44, -2.46, -0.15)  0.139
H (3.16, 3.20, -2.19)  0.191
H (-2.91, -1.83, 2.18)  0.172
H (4.06, -0.91, -0.97)  0.144
H (-2.85, -2.44, -0.69)  0.161
H (-3.74, 0.13, 0.73)  0.088
H (-1.57, -1.42, 1.26)  0.155
H (-5.47, -0.29, 2.11)  0.082
H (-2.59, -0.04, -0.59)  0.084
H (-6.55, -1.45, 2.91)  0.101
H (4.04, 4.13, -0.26)  0.158
H (5.64, -0.43, -1.85)  0.158

Total energy in eV: -125951.023
HOMO level in eV: -12.76
Molecular weight in Da: 455.27
Total charge: +1

Entry 6:
Formula: C2H2
Source: the OMol25 dataset
Level of theory: the ωB97M-V functional and the def2-TZVPD basis

Last column: Löwdin charge in e.
Element x y z (Å)
C (0.56, 0.13, -0.10)  -0.054
C (-0.59, -0.08, 0.15)  -0.050
H (-1.67, -0.31, 0.29)  0.035
H (1.70, 0.26, -0.35)  0.069

Total energy in eV: -2103.880
HOMO level in eV: -10.73
Molecular weight in Da: 26.04
SMILES string: C#C
Total charge: 0

Entry 7:
Formula: C30H25In2N5O18S2
Source: the OMol25 dataset
Level of theory: the ωB97M-V functional and the def2-TZVPD basis

Last column: Löwdin charge in e.
Element x y z (Å)
In (-20.82, 1.39, 1.97)  0.993
In (-26.68, 1.00, -4.76)  0.991
S (-20.94, 0.15, -3.89)  0.259
S (-26.64, -0.73, 0.85)  0.236
O (-22.82, 5.15, -11.19)  0.094
O (-11.94, -9.07, -5.37)  0.119
O (-13.01, -0.13, 0.02)  0.071
O (-12.84, -9.01, -7.32)  0.040
O (-19.67, -10.82, -4.51)  0.087
O (-21.68, 1.32, -3.36)  -0.125
O (-25.48, -1.27, 1.51)  -0.047
O (-27.14, -1.44, -0.28)  -0.082
O (-14.41, 1.23, -0.84)  0.035
O (-20.38, -0.54, -2.78)  -0.126
O (-24.33, -1.47, -10.42)  0.070
O (-26.11, 0.52, 0.29)  -0.051
O (-27.64, -0.42, 1.80)  -0.050
O (-24.85, -2.65, -12.20)  0.066
O (-19.89, 0.51, -4.81)  -0.062
O (-17.67, -10.01, -5.01)  0.108
O (-21.99, -0.58, -4.60)  -0.107
O (-22.45, 4.33, -9.25)  0.011
N (-24.13, -1.86, -11.55)  -0.344
N (-18.87, -10.17, -5.23)  -0.324
N (-13.30, 0.69, -0.83)  -0.343
N (-12.63, -8.53, -6.16)  -0.333
N (-22.10, 5.00, -10.26)  -0.339
C (-11.44, 2.82, -3.35)  -0.120
C (-18.64, 6.13, -9.46)  -0.051
C (-20.76, 6.79, -11.35)  -0.023
C (-20.18, -1.43, -13.17)  -0.030
C (-19.58, 7.38, -11.40)  -0.079
C (-21.73, -1.13, -11.36)  -0.018
C (-19.89, 5.51, -9.42)  -0.009
C (-13.19, -7.18, -5.85)  -0.088
C (-10.83, 1.05, -1.28)  -0.007
C (-13.12, -6.65, -4.59)  -0.017
C (-20.71, -7.56, -7.04)  -0.107
C (-13.95, -6.42, -6.83)  0.004
C (-20.25, -8.32, -6.02)  0.004
C (-22.85, -1.55, -12.12)  -0.145
C (-12.20, 1.33, -1.56)  -0.101
C (-14.61, -4.83, -5.24)  -0.058
C (-9.90, 1.57, -2.12)  -0.060
C (-20.35, -7.77, -8.30)  -0.068
C (-19.47, -9.44, -6.32)  -0.184
C (-20.89, 5.85, -10.34)  -0.131
C (-22.61, -1.71, -13.50)  -0.009
C (-14.63, -5.28, -6.54)  -0.089
C (-20.41, -1.02, -11.82)  -0.061
C (-21.33, -1.74, -14.00)  -0.057
C (-19.25, -9.74, -7.60)  -0.029
C (-10.19, 2.57, -3.07)  -0.080
C (-18.54, 7.09, -10.47)  -0.045
C (-19.55, -8.89, -8.65)  -0.009
C (-13.82, -5.50, -4.27)  -0.052
C (-12.47, 2.18, -2.71)  0.021
H (-23.40, -1.93, -14.21)  0.120
H (-20.54, -7.08, -9.11)  0.111
H (-20.00, 4.77, -8.64)  0.112
H (-21.31, -6.72, -6.70)  0.115
H (-21.84, -1.06, -10.29)  0.104
H (-15.11, -3.93, -4.89)  0.101
H (-9.44, 3.08, -3.65)  0.123
H (-19.16, -9.04, -9.64)  0.115
H (-15.19, -4.79, -7.33)  0.112
H (-18.57, -10.57, -7.70)  0.135
H (-14.09, -6.78, -7.83)  0.116
H (-21.49, 7.02, -12.11)  0.132
H (-19.64, -0.69, -11.14)  0.099
H (-11.78, 3.64, -3.97)  0.119
H (-8.86, 1.61, -1.83)  0.114
H (-19.35, 8.03, -12.23)  0.118
H (-10.57, 0.37, -0.49)  0.120
H (-19.21, -1.33, -13.63)  0.098
H (-20.47, -8.23, -4.97)  0.128
H (-21.07, -2.15, -14.96)  0.106
H (-13.52, 2.39, -2.88)  0.108
H (-12.61, -7.10, -3.75)  0.124
H (-13.87, -5.14, -3.25)  0.106
H (-17.62, 7.64, -10.63)  0.104
H (-17.83, 5.94, -8.77)  0.108

Total energy in eV: -107792.073
HOMO level in eV: -12.31
Molecular weight in Da: 1037.32
Total charge: +2